Entry 1:
ORCA calculation (wB97M-V/def2-TZVPD) on C44H33AsCl3FeN4OS3Te as an isolated structure.

The calculation puts the HOMO-LUMO gap (spin up / spin down) at 7.037 / 5.122 eV. For the LUMO energy (spin up / spin down), the calculation gives -0.3 / -2.4 eV. Its spin multiplicity is 6.

Element x y z (Å)
Fe1 -0.28 -0.49 1.02
S1 -0.08 -0.51 3.49
C1 -1.06 -1.86 3.78
C2 -1.06 -2.39 5.12
N1 -1.05 -2.78 6.20
C3 -1.85 -2.51 2.84
S2 -1.97 -2.07 1.20
C4 -2.59 -3.68 3.23
N2 -3.19 -4.62 3.51
C5 5.79 -0.02 2.28
C6 5.83 -1.33 1.81
C7 4.65 -1.99 1.50
C8 3.42 -1.35 1.67
C9 3.39 -0.04 2.14
C10 4.57 0.62 2.44
As1 1.77 -2.26 1.26
C11 2.33 -3.37 -0.23
C12 2.61 -4.73 -0.10
C13 3.01 -5.46 -1.21
C14 3.12 -4.84 -2.45
C15 2.86 -3.48 -2.57
C16 2.46 -2.75 -1.46
C17 1.60 -3.53 2.71
C18 0.63 -4.53 2.62
C19 0.43 -5.40 3.68
C20 1.19 -5.27 4.84
C21 2.15 -4.28 4.93
C22 2.36 -3.40 3.87
H1 6.71 0.49 2.52
H2 6.77 -1.83 1.68
H3 4.68 -3.01 1.13
H4 2.45 0.48 2.26
H5 4.54 1.64 2.81
H6 2.52 -5.23 0.85
H7 3.22 -6.51 -1.11
H8 3.43 -5.41 -3.32
H9 2.94 -2.98 -3.53
H10 2.26 -1.68 -1.56
H11 0.02 -4.63 1.73
H12 -0.34 -6.16 3.61
H13 1.02 -5.94 5.67
H14 2.74 -4.17 5.83
H15 3.10 -2.62 3.96
Cl1 -3.61 -0.04 -5.24
C23 -3.52 1.24 -4.09
C24 -2.28 1.72 -3.70
C25 -2.24 2.74 -2.76
C26 -3.38 3.28 -2.18
C27 -3.23 4.33 -1.10
C28 -3.67 3.84 0.29
N3 -2.59 3.12 0.94
C29 -1.58 3.65 1.72
C30 -0.72 2.62 1.97
N4 -1.18 1.48 1.34
C31 -2.31 1.82 0.75
O1 -3.92 5.53 -1.39
C32 -3.08 6.56 -1.91
C33 -1.99 6.92 -0.95
C34 -2.20 7.50 0.27
Cl2 -3.71 7.97 0.92
S3 -0.76 7.71 1.17
C35 0.18 7.03 -0.09
C36 -0.60 6.66 -1.15
C37 -4.61 2.77 -2.62
Cl3 -6.11 3.38 -1.97
C38 -4.69 1.76 -3.56
H16 -1.38 1.29 -4.10
H17 -1.27 3.10 -2.42
H18 -2.16 4.53 -1.02
H19 -4.52 3.18 0.24
H20 -3.94 4.70 0.91
H21 -1.57 4.69 2.01
H22 0.18 2.62 2.56
H23 -2.92 1.17 0.15
H24 -3.74 7.40 -2.09
H25 -2.65 6.26 -2.87
H26 1.25 6.94 0.01
H27 -0.20 6.21 -2.05
H28 -5.66 1.38 -3.88
Te1 0.34 0.63 -1.28
C39 0.32 -0.87 -2.76
C40 -0.57 -1.94 -2.70
C41 -0.61 -2.89 -3.71
C42 0.23 -2.78 -4.81
C43 1.11 -1.71 -4.89
C44 1.16 -0.77 -3.87
H29 -1.23 -2.04 -1.85
H30 -1.31 -3.72 -3.64
H31 0.19 -3.51 -5.61
H32 1.77 -1.61 -5.75
H33 1.87 0.05 -3.94

Atom-resolved charges from Löwdin, all expressed in e: number 1, Fe, carries -0.03; number 2, S, carries 0.71; number 3, C, carries -0.73; number 4, C, carries -0.27; number 5, N, carries 0.20; number 6, C, carries -0.73; number 7, S, carries 0.72; number 8, C, carries -0.29; number 9, N, carries 0.19; number 10, C, carries -0.08; number 11, C, carries -0.08; number 12, C, carries -0.09; number 13, C, carries -0.38; number 14, C, carries -0.12; number 15, C, carries -0.08; number 16, As, carries 1.30; number 17, C, carries -0.36; number 18, C, carries -0.10; number 19, C, carries -0.08; number 20, C, carries -0.07; number 21, C, carries -0.07; number 22, C, carries -0.12; number 23, C, carries -0.40; number 24, C, carries -0.15; number 25, C, carries -0.08; number 26, C, carries -0.08; number 27, C, carries -0.08; number 28, C, carries -0.10; number 29, H, carries 0.10; number 30, H, carries 0.11; number 31, H, carries 0.11; number 32, H, carries 0.06; number 33, H, carries 0.10; number 34, H, carries 0.10; number 35, H, carries 0.10; number 36, H, carries 0.10; number 37, H, carries 0.09; number 38, H, carries 0.05; number 39, H, carries 0.11; number 40, H, carries 0.11; number 41, H, carries 0.11; number 42, H, carries 0.11; number 43, H, carries 0.10; number 44, Cl, carries 0.68; number 45, C, carries -0.65; number 46, C, carries -0.11; number 47, C, carries -0.07; number 48, C, carries -0.18; number 49, C, carries -0.29; number 50, C, carries -0.05; number 51, N, carries -0.05; number 52, C, carries -0.03; number 53, C, carries -0.13; number 54, N, carries -0.12; number 55, C, carries -0.18; number 56, O, carries -0.12; number 57, C, carries -0.15; number 58, C, carries -0.33; number 59, C, carries -0.98; number 60, Cl, carries 0.68; number 61, S, carries 1.00; number 62, C, carries -0.40; number 63, C, carries -0.15; number 64, C, carries -0.57; number 65, Cl, carries 0.74; number 66, C, carries -0.13; number 67, H, carries 0.10; number 68, H, carries 0.08; number 69, H, carries 0.13; number 70, H, carries 0.11; number 71, H, carries 0.13; number 72, H, carries 0.12; number 73, H, carries 0.11; number 74, H, carries 0.14; number 75, H, carries 0.13; number 76, H, carries 0.13; number 77, H, carries 0.07; number 78, H, carries 0.12; number 79, H, carries 0.11; number 80, Te, carries 0.92; number 81, C, carries -0.68; number 82, C, carries -0.15; number 83, C, carries -0.08; number 84, C, carries -0.10; number 85, C, carries -0.11; number 86, C, carries -0.18; number 87, H, carries 0.07; number 88, H, carries 0.11; number 89, H, carries 0.10; number 90, H, carries 0.11; number 91, H, carries 0.09

Entry 2:
ORCA calculation (wB97M-V/def2-TZVPD) on C44H33Br2N6O4P2SZr as an isolated structure.

The calculation puts the HOMO-LUMO gap at 7.548 eV. For the LUMO energy, the calculation gives -8.6 eV. The calculation puts the energy above the lowest of the compared OMol25 structures with the same formula, charge and spin at 0.0 kJ/mol. As for the charge: +3.

Element x y z (Å)
Zr1 0.99 0.46 -0.88
S1 2.80 7.66 1.51
N1 2.77 6.27 2.33
C1 2.36 5.34 1.48
C2 2.21 3.93 1.78
C3 2.57 3.38 3.01
C4 2.45 2.02 3.18
C5 1.98 1.24 2.13
N2 1.63 1.75 0.95
C6 1.75 3.09 0.76
C7 1.41 3.62 -0.56
N3 0.95 2.73 -1.47
C8 0.70 3.18 -2.71
C9 0.89 4.51 -3.09
C10 1.34 5.41 -2.16
C11 1.62 4.96 -0.86
C12 2.09 5.84 0.19
N4 2.30 7.14 0.07
H1 2.93 4.03 3.79
H2 2.73 1.54 4.11
H3 1.90 0.17 2.24
H4 0.35 2.46 -3.42
H5 0.67 4.80 -4.10
H6 1.50 6.45 -2.41
Br1 0.75 -1.57 -2.89
C13 -0.31 0.08 -2.69
Br2 -1.78 1.62 -0.01
H7 -1.34 -0.25 -2.60
H8 -0.19 0.60 -3.64
O1 2.17 -1.05 0.10
C14 3.30 -1.54 -0.15
C15 4.14 -1.13 -1.22
C16 5.34 -1.85 -1.42
C17 6.15 -1.49 -2.46
C18 5.82 -0.44 -3.32
C19 4.66 0.28 -3.12
C20 3.81 -0.05 -2.07
O2 2.70 0.66 -1.88
N5 7.40 -2.25 -2.69
O3 7.63 -3.15 -1.92
O4 8.08 -1.91 -3.63
H9 3.65 -2.34 0.50
H10 5.62 -2.67 -0.78
H11 6.50 -0.20 -4.12
H12 4.41 1.11 -3.77
N6 -2.38 -1.24 0.87
P1 -0.69 -1.62 0.72
C21 -0.70 -3.42 0.61
C22 -1.33 -4.13 1.65
C23 -1.41 -5.51 1.60
C24 -0.83 -6.20 0.53
C25 -0.19 -5.51 -0.48
C26 -0.13 -4.12 -0.45
C27 -0.14 -1.34 2.43
C28 -0.69 -0.33 3.22
C29 -0.21 -0.10 4.50
C30 0.82 -0.89 5.01
C31 1.37 -1.90 4.23
C32 0.89 -2.13 2.95
P2 -3.20 -0.10 0.05
C33 -4.63 0.44 0.92
C34 -4.53 1.22 2.08
C35 -5.68 1.55 2.78
C36 -6.92 1.10 2.33
C37 -7.02 0.32 1.18
C38 -5.88 -0.01 0.47
C39 -3.54 -0.58 -1.61
C40 -3.28 -1.90 -1.99
C41 -3.58 -2.29 -3.29
C42 -4.11 -1.38 -4.18
C43 -4.36 -0.06 -3.80
C44 -4.08 0.34 -2.51
H13 -2.89 -1.66 1.65
H14 -1.75 -3.62 2.51
H15 -1.90 -6.05 2.39
H16 -0.89 -7.28 0.50
H17 0.26 -6.04 -1.30
H18 0.36 -3.59 -1.25
H19 -1.49 0.29 2.85
H20 -0.65 0.67 5.12
H21 1.18 -0.73 6.01
H22 2.15 -2.53 4.63
H23 1.29 -2.95 2.37
H24 -3.57 1.59 2.43
H25 -5.62 2.16 3.67
H26 -7.81 1.36 2.88
H27 -7.98 -0.02 0.84
H28 -5.96 -0.60 -0.43
H29 -2.87 -2.62 -1.29
H30 -3.40 -3.32 -3.60
H31 -4.34 -1.69 -5.19
H32 -4.79 0.64 -4.50
H33 -4.28 1.36 -2.20

Atom-resolved charges from Löwdin, all expressed in e: number 1, Zr, carries 1.44; number 2, S, carries 1.13; number 3, N, carries -0.19; number 4, C, carries -0.30; number 5, C, carries -0.06; number 6, C, carries 0.07; number 7, C, carries 0.01; number 8, C, carries -0.09; number 9, N, carries -0.01; number 10, C, carries -0.13; number 11, C, carries -0.14; number 12, N, carries -0.04; number 13, C, carries -0.09; number 14, C, carries 0.01; number 15, C, carries 0.06; number 16, C, carries -0.05; number 17, C, carries -0.30; number 18, N, carries -0.19; number 19, H, carries 0.14; number 20, H, carries 0.13; number 21, H, carries 0.09; number 22, H, carries 0.10; number 23, H, carries 0.13; number 24, H, carries 0.14; number 25, Br, carries 0.76; number 26, C, carries -0.66; number 27, Br, carries 0.60; number 28, H, carries -0.05; number 29, H, carries -0.01; number 30, O, carries -0.25; number 31, C, carries -0.10; number 32, C, carries -0.12; number 33, C, carries 0.09; number 34, C, carries -0.10; number 35, C, carries 0.08; number 36, C, carries 0.05; number 37, C, carries -0.29; number 38, O, carries -0.27; number 39, N, carries -0.35; number 40, O, carries 0.11; number 41, O, carries 0.13; number 42, H, carries 0.16; number 43, H, carries 0.14; number 44, H, carries 0.14; number 45, H, carries 0.14; number 46, N, carries -0.33; number 47, P, carries 0.97; number 48, C, carries -0.39; number 49, C, carries -0.09; number 50, C, carries -0.04; number 51, C, carries -0.03; number 52, C, carries -0.05; number 53, C, carries -0.11; number 54, C, carries -0.40; number 55, C, carries -0.11; number 56, C, carries -0.06; number 57, C, carries -0.05; number 58, C, carries -0.04; number 59, C, carries -0.10; number 60, P, carries 0.63; number 61, C, carries -0.36; number 62, C, carries -0.09; number 63, C, carries -0.03; number 64, C, carries -0.01; number 65, C, carries -0.03; number 66, C, carries -0.05; number 67, C, carries -0.41; number 68, C, carries -0.07; number 69, C, carries -0.03; number 70, C, carries -0.01; number 71, C, carries -0.03; number 72, C, carries -0.08; number 73, H, carries 0.11; number 74, H, carries 0.11; number 75, H, carries 0.12; number 76, H, carries 0.12; number 77, H, carries 0.12; number 78, H, carries 0.02; number 79, H, carries 0.07; number 80, H, carries 0.12; number 81, H, carries 0.12; number 82, H, carries 0.12; number 83, H, carries 0.11; number 84, H, carries 0.09; number 85, H, carries 0.13; number 86, H, carries 0.13; number 87, H, carries 0.13; number 88, H, carries 0.12; number 89, H, carries 0.10; number 90, H, carries 0.13; number 91, H, carries 0.13; number 92, H, carries 0.13; number 93, H, carries 0.12